Molecular formula: C3H5ClN2O2
Method: DFT, ωB97M-V with the def2-TZVPD basis set

Structure (XYZ):
```
13
Properties=species:S:1:pos:R:3
C -0.170 -1.589 -0.508
C -0.715 -0.450 0.292
C 0.988 0.715 0.388
N -1.550 -0.188 1.076
N 1.139 0.991 -0.871
O -2.060 0.467 1.952
O 0.372 1.967 -1.390
Cl 2.151 -0.321 1.062
H 0.057 -1.103 -1.494
H -0.958 -2.228 -0.783
H 0.520 -2.159 -0.031
H -0.296 2.443 -0.659
H 0.522 1.456 0.967
```

Maximum force in eV Å⁻¹: 4.9
HOMO level (spin up / spin down) in eV: -8.889 / -8.889
Relative energy (zero: lowest compared OMol25 entry of this formula, charge and spin) in kcal/mol: 175.63
E_tot in eV: -22783.01616
HOMO-LUMO gap (spin up / spin down) in eV: 8.54 / 8.54

Mulliken charges, unit e, in atom order:
1. C -1.304
2. C 0.385
3. C -0.223
4. N 0.441
5. N -0.228
6. O -0.637
7. O -0.306
8. Cl -0.111
9. H 0.387
10. H 0.366
11. H 0.411
12. H 0.345
13. H 0.475

***

Molecular formula: C14H32NO2P2PbSi
Method: DFT, ωB97M-V with the def2-TZVPD basis set

Structure (XYZ):
```
53
Properties=species:S:1:pos:R:3
Pb -0.117 -1.160 0.291
P -2.379 0.523 -0.125
C -2.194 1.134 -1.836
C -0.827 1.521 -2.331
N 0.265 1.179 -1.636
C 1.495 1.505 -2.045
C 1.702 2.181 -3.258
C 0.574 2.468 -4.078
C -0.690 2.158 -3.590
C 2.664 1.235 -1.124
P 2.534 -0.297 -0.165
H -1.585 2.361 -4.209
H 2.688 2.472 -3.538
H 0.733 2.937 -5.069
H 3.570 1.219 -1.700
H 2.724 2.034 -0.389
H -2.559 0.351 -2.466
H -2.896 1.981 -1.976
H -2.009 -3.999 -3.834
O -2.146 -4.172 -4.795
H -2.092 -3.295 -5.219
H -0.143 -2.169 2.080
O 1.037 -2.964 -0.006
H 0.517 -3.734 0.199
C 3.159 -1.569 -1.347
H 3.995 -1.170 -1.940
H 3.453 -2.466 -0.786
H 2.326 -1.854 -2.002
C 3.896 -0.172 1.068
H 3.747 -0.942 1.855
H 4.872 -0.327 0.567
H 3.860 0.830 1.541
C -3.003 1.775 1.059
H -4.070 1.994 0.918
H -2.843 1.395 2.080
H -2.441 2.709 0.956
C -3.860 -0.571 -0.328
H -3.986 -1.142 0.607
H -4.761 0.020 -0.543
H -3.674 -1.276 -1.152
C -1.746 -0.921 3.914
Si -0.155 -0.531 3.025
C 0.041 1.463 3.174
C 1.345 -1.179 3.935
H -2.606 -0.351 3.554
H -1.661 -0.787 4.998
H -1.914 -1.982 3.708
H 0.004 1.809 4.239
H 1.026 1.795 2.774
H -0.751 2.021 2.629
H 1.193 -1.142 5.022
H 1.411 -2.230 3.624
H 2.278 -0.667 3.668
```

Maximum force in eV Å⁻¹: 3.1
HOMO level (spin up / spin down) in eV: -9.912 / -9.913
Relative energy (zero: lowest compared OMol25 entry of this formula, charge and spin) in kcal/mol: 0.00
E_tot in eV: -52317.10073
Net charge: +1
HOMO-LUMO gap (spin up / spin down) in eV: 5.32 / 5.32

Mulliken charges, unit e, in atom order:
1. Pb 0.864
2. P 0.493
3. C -1.229
4. C 0.473
5. N 0.069
6. C 0.365
7. C -0.766
8. C -0.495
9. C -0.726
10. C -1.057
11. P 0.654
12. H 0.410
13. H 0.469
14. H 0.395
15. H 0.490
16. H 0.476
17. H 0.423
18. H 0.479
19. H 0.304
20. O -0.615
21. H 0.316
22. H -0.071
23. O -0.775
24. H 0.203
25. C -1.365
26. H 0.452
27. H 0.356
28. H 0.316
29. C -1.210
30. H 0.285
31. H 0.418
32. H 0.394
33. C -1.108
34. H 0.426
35. H 0.167
36. H 0.372
37. C -1.349
38. H 0.388
39. H 0.388
40. H 0.389
41. C -1.076
42. Si 0.777
43. C -0.914
44. C -1.100
45. H 0.304
46. H 0.366
47. H 0.325
48. H 0.393
49. H 0.297
50. H 0.208
51. H 0.370
52. H 0.337
53. H 0.244

***

Molecular formula: C2H5NOS
Method: DFT, ωB97M-V with the def2-TZVPD basis set

Structure (XYZ):
```
10
Properties=species:S:1:pos:R:3
C 1.575 0.296 -0.216
C -0.749 -0.488 0.514
N 0.574 -0.605 -0.356
O 1.553 1.152 0.600
S -2.239 0.176 -0.311
H 2.571 0.190 -0.822
H -0.936 -1.538 0.846
H -0.628 0.318 1.206
H 0.390 -1.149 -1.206
H -2.111 1.648 -0.254
```

Maximum force in eV Å⁻¹: 3.2
HOMO level in eV: -9.495
Relative energy (zero: lowest compared OMol25 entry of this formula, charge and spin) in kcal/mol: 33.48
E_tot in eV: -16526.92975
HOMO-LUMO gap in eV: 10.20

Mulliken charges, unit e, in atom order:
1. C 0.087
2. C -0.494
3. N -0.198
4. O -0.502
5. S -0.223
6. H 0.311
7. H 0.313
8. H 0.294
9. H 0.256
10. H 0.156

***

Question: Look up the maximum force of the first one.
Answer: 4.9 eV Å⁻¹

***

Question: Look up the E_tot of the second one.
Answer: -52317.10073 eV